Here is C40H31BrNP2PbS2 as an isolated structure from the OMol25 dataset. Energies are from ωB97M-V with the def2-TZVPD basis set.

The gap between HOMO and LUMO is 7.4 eV. The LUMO energy is -3.1 eV. For the energy, the calculation gives -5843.444657 a.u. The charge is +1.

```
78
Properties=species:S:1:pos:R:3:lowdin_charge:R:1
Pb -1.62612 -0.55273 -1.72349 0.79
Br -2.05026 0.32163 1.15175 0.86
C -1.19273 2.02251 1.30944 -0.53
C -0.45266 2.11801 2.45282 -0.14
C 0.24930 3.29457 2.75152 -0.06
C 0.21620 4.32348 1.86196 -0.02
C -0.52157 4.23295 0.65864 -0.15
C -0.45888 5.32915 -0.23741 -0.02
C -1.15734 5.32584 -1.40082 -0.05
C -1.97093 4.22088 -1.69976 -0.11
C -2.05155 3.12206 -0.87726 -0.43
C -1.29885 3.06822 0.34843 -0.16
H -0.41544 1.27450 3.12959 0.10
H 0.80736 3.37451 3.67505 0.12
H 0.75897 5.23920 2.06064 0.12
H 0.16559 6.17215 0.03234 0.12
H -1.11117 6.15717 -2.09168 0.12
H -2.55362 4.22649 -2.61128 0.10
N 1.48199 -1.61181 -0.46033 -0.39
P 1.53914 0.12698 -0.29362 0.95
C 3.27374 0.34961 0.23387 -0.38
C 4.33699 -0.14427 -0.52354 -0.09
C 5.63936 0.03863 -0.08859 -0.07
C 5.88931 0.72123 1.09736 -0.07
C 4.83793 1.21683 1.85224 -0.07
C 3.52970 1.02829 1.42208 -0.11
C 1.67633 0.67823 -2.04318 -0.44
C 1.69703 -0.16929 -3.14453 -0.15
C 1.69914 0.35462 -4.43257 -0.08
C 1.69194 1.72851 -4.62811 -0.08
C 1.68071 2.58239 -3.53230 -0.07
C 1.65252 2.05835 -2.24823 -0.11
P -0.00082 -2.35725 -0.05499 0.79
C 0.22864 -4.04395 -0.67519 -0.37
C 1.13805 -4.92357 -0.09001 -0.08
C 1.34206 -6.17618 -0.64647 -0.07
C 0.63650 -6.55868 -1.78115 -0.07
C -0.28604 -5.69688 -2.35522 -0.07
C -0.49107 -4.44103 -1.80068 -0.10
C -0.01373 -2.54609 1.75301 -0.40
C 0.88068 -1.88845 2.58991 -0.10
C 0.76138 -2.01530 3.96860 -0.07
C -0.25225 -2.79011 4.51294 -0.07
C -1.15294 -3.44227 3.67937 -0.07
C -1.03975 -3.31591 2.30468 -0.10
H 2.31409 -2.12072 -0.18153 0.07
H 4.14431 -0.65906 -1.45839 0.11
H 6.46400 -0.34289 -0.67729 0.11
H 6.90914 0.87008 1.42877 0.11
H 5.03393 1.74743 2.77516 0.11
H 2.70056 1.41443 2.00570 0.09
H 1.74891 -1.24340 -2.99954 0.09
H 1.70700 -0.31488 -5.28364 0.11
H 1.69807 2.13372 -5.63205 0.11
H 1.69658 3.65577 -3.67448 0.11
H 1.61469 2.72647 -1.39113 0.10
H 1.67393 -4.63335 0.80747 0.11
H 2.04758 -6.85849 -0.19004 0.11
H 0.80394 -7.53632 -2.21461 0.11
H -0.85017 -6.00218 -3.22696 0.11
H -1.22639 -3.77251 -2.23726 0.08
H 1.67844 -1.28309 2.17879 0.08
H 1.46258 -1.50878 4.62015 0.11
H -0.33823 -2.89341 5.58674 0.11
H -1.94534 -4.04671 4.10209 0.11
H -1.74773 -3.81723 1.65204 0.11
S -3.03927 1.86520 -1.68345 0.86
C -4.40533 1.39988 -0.64372 -0.59
C -5.05871 2.38530 0.08786 -0.09
C -6.15285 2.05520 0.86640 -0.07
C -6.61469 0.74536 0.87220 -0.06
C -5.97363 -0.22563 0.12272 -0.12
C -4.83805 0.07301 -0.63752 -0.72
S -4.07308 -1.29792 -1.48171 0.45
H -4.70190 3.40752 0.04418 0.11
H -6.64132 2.81634 1.46015 0.11
H -7.47719 0.47683 1.46877 0.11
H -6.32666 -1.24920 0.12827 0.10
```

---

Here is an isolated ion of composition C10H16N5 and charge +1 in a non-equilibrium geometry from the OMol25 dataset. Energies are from ωB97M-V with the def2-TZVPD basis set.

The gap between HOMO and LUMO is 9.5 eV. As for the SMILES: CC[C@]1(C)[NH2+][C@H]1/N=C(/N)c1ncccn1. The LUMO energy is -3.1 eV. For the energy, the calculation gives -664.128659 a.u. The charge is +1.

```
31
Properties=species:S:1:pos:R:3:lowdin_charge:R:1
C 1.07851 -0.28076 -4.52395 0.01
C 1.76793 0.92208 -4.24356 -0.06
C 0.05220 -0.54189 -3.60140 -0.08
C 0.30520 1.41108 -2.45164 -0.25
C -0.03383 2.35422 -1.27543 -0.28
C -0.93605 0.70751 0.04682 -0.21
C -0.09431 -0.14714 1.00084 -0.32
C 1.00175 0.56407 1.66004 0.03
C -0.67579 -2.13037 2.31750 -0.07
C -0.27541 -1.60886 0.98366 -0.19
N 1.29332 1.69211 -3.26794 0.11
N -0.52973 1.96916 -0.14721 0.11
N -0.22444 0.19337 -2.49026 0.12
N 0.47373 3.58473 -1.43916 0.19
N -1.39904 0.52571 1.52478 0.20
H 1.26496 -0.91715 -5.41893 0.13
H 2.47381 1.45481 -4.78857 0.10
H -0.49227 -1.46409 -3.77002 0.11
H -1.55214 0.26172 -0.63042 0.11
H 1.33220 1.26418 0.88531 0.11
H 1.75404 -0.04610 2.03684 0.09
H 0.64348 1.07849 2.48130 0.08
H -0.85959 -3.23358 2.26086 0.12
H -1.54704 -1.70320 2.66376 0.04
H 0.07701 -1.94653 3.02549 0.07
H -0.97690 -1.94206 0.18442 0.14
H 0.63467 -2.05449 0.71259 0.11
H 0.89486 3.91093 -2.29379 0.11
H 0.54084 4.17438 -0.68022 0.09
H -1.36475 1.21895 2.22349 0.15
H -2.23422 0.10090 1.75597 0.13
```

---

Here is C47H47FHfIN4O5SSi as an isolated structure from the OMol25 dataset. Energies are from ωB97M-V with the def2-TZVPD basis set.

The gap between HOMO and LUMO is 6.2 eV. The LUMO energy is 1.9 eV. For the energy, the calculation gives -3547.994054 a.u. The charge is -1.

```
108
Properties=species:S:1:pos:R:3:lowdin_charge:R:1
Hf -1.15637 0.22820 -0.70583 1.43
C -4.48702 -0.60615 2.79051 -0.03
C -4.93668 -0.15994 1.42819 -0.26
N -6.26210 -0.06637 1.26038 0.10
C -6.72135 0.29264 0.06429 -0.12
C -5.90923 0.54179 -1.02537 -0.16
C -6.53446 0.95153 -2.32062 -0.21
O -6.40761 -0.11596 -3.27303 -0.06
C -4.52916 0.43722 -0.86512 -0.13
C -3.58215 0.62855 -2.02483 -0.64
N -2.58313 1.61435 -1.64738 -0.22
C -2.05609 2.50535 -2.53069 -0.41
C -2.28529 2.57293 -3.91621 -0.02
C -1.65257 3.52420 -4.70412 -0.10
C -0.76265 4.45169 -4.17180 -0.13
C -0.50650 4.41328 -2.80359 -0.17
C -1.15343 3.47155 -2.02628 -0.60
I -0.83173 3.37712 0.05157 1.09
C -4.02517 0.12168 0.39914 -0.26
O -2.68114 0.05313 0.61014 -0.29
H -5.32687 -1.09186 3.28489 0.08
H -4.18291 0.25180 3.40110 0.08
H -3.65079 -1.30474 2.73866 0.05
H -7.80329 0.36291 -0.04094 0.10
H -6.05924 1.86135 -2.69541 0.12
H -7.58798 1.17565 -2.14042 0.11
H -6.59321 0.23894 -4.14734 0.08
H -4.13165 0.88719 -2.92336 0.07
H -2.91211 1.81872 -4.37807 0.11
H -1.83517 3.51800 -5.77372 0.10
H -0.26584 5.17819 -4.80381 0.09
H 0.18043 5.11607 -2.34933 0.08
C -0.03971 -1.68944 -0.19754 -0.37
Si -0.35494 -2.46647 1.40935 0.57
C 0.10117 -1.26533 2.77548 -0.21
N -0.02578 0.17036 2.39299 -0.18
C 1.21727 0.88037 2.67142 -0.24
C 1.49759 1.08291 4.15796 -0.18
C 0.33116 1.81659 4.81410 -0.20
C -0.96164 1.05199 4.54663 -0.18
C -1.16113 0.82689 3.04872 -0.22
C -2.08793 -3.10329 1.71146 -0.26
C -3.10792 -3.03571 0.75654 -0.09
C -4.39698 -3.47352 1.05302 -0.08
C -4.68532 -3.99578 2.30681 -0.10
C -3.68036 -4.09021 3.26561 -0.10
C -2.39780 -3.64649 2.96672 -0.13
C 0.78661 -3.96649 1.70740 -0.22
C 2.17173 -3.75598 1.79567 -0.11
C 3.06962 -4.80752 1.93855 -0.11
C 2.60027 -6.11561 1.99285 -0.11
C 1.23465 -6.35420 1.90636 -0.10
C 0.34233 -5.29200 1.77044 -0.09
H -0.29417 -2.40932 -0.98675 0.01
H 1.03680 -1.49237 -0.26515 0.00
H 1.14284 -1.47474 3.04546 0.07
H -0.47440 -1.49270 3.68037 0.08
H 1.16198 1.85994 2.18198 0.08
H 2.02440 0.33358 2.18811 0.11
H 2.43691 1.63266 4.27744 0.11
H 1.63264 0.10967 4.64130 0.11
H 0.25042 2.81960 4.37458 0.11
H 0.49800 1.95264 5.88472 0.10
H -1.83052 1.58609 4.94139 0.11
H -0.92067 0.08861 5.06765 0.10
H -1.33564 1.79130 2.55337 0.07
H -2.04026 0.23010 2.85632 0.07
H -2.92396 -2.58454 -0.21474 0.03
H -5.17973 -3.37057 0.30775 0.11
H -5.69382 -4.31713 2.54333 0.10
H -3.90118 -4.49330 4.24799 0.09
H -1.62550 -3.71955 3.73134 0.10
H 2.56550 -2.74179 1.73385 0.09
H 4.13417 -4.60924 2.00044 0.09
H 3.29485 -6.94162 2.09876 0.09
H 0.86000 -7.37144 1.94296 0.09
H -0.72128 -5.50427 1.70651 0.10
C 5.48677 0.44647 -4.92772 -0.05
C 5.62683 1.45540 -3.79852 -0.31
C 6.90881 1.23425 -3.01884 -0.16
C 7.05324 2.27899 -1.92716 -0.13
C 5.83651 2.27627 -1.03587 -0.14
C 5.90823 2.72705 0.25898 0.04
C 4.76981 2.74562 1.05378 -0.26
F 4.87257 3.24128 2.30524 0.06
C 3.57328 2.28399 0.60463 0.07
C 3.48005 1.77367 -0.69124 -0.02
C 2.17627 1.24546 -1.16632 -0.28
O 1.24778 1.08864 -0.36420 -0.15
C 2.11445 1.01976 -2.57792 -0.02
C 3.24394 1.09260 -3.32215 0.03
N 4.47252 1.39896 -2.86092 0.03
C 4.60078 1.80830 -1.52898 -0.07
C 0.85266 0.69161 -3.31431 -0.58
O 0.85486 0.71451 -4.53727 0.05
O -0.13428 0.41569 -2.55645 -0.20
H 6.43595 0.39567 -5.46461 0.08
H 4.71571 0.71269 -5.64930 0.08
H 5.25949 -0.54710 -4.53233 0.10
H 5.65899 2.46371 -4.22266 0.16
H 7.74706 1.27494 -3.71479 0.12
H 6.88729 0.23005 -2.58186 0.14
H 7.17236 3.26427 -2.38941 0.13
H 7.94597 2.10377 -1.32570 0.12
H 6.84849 3.08653 0.66240 0.13
H 2.69092 2.31711 1.21906 0.10
H 3.14049 0.88533 -4.37756 0.13
S -2.76559 -1.02719 -2.30913 0.58
```